No. 1
2 unconnected molecules or ions with the total composition C2H3FNP at a distorted geometry, computed with ωB97M-V/def2-TZVPD.

## Properties
Total charge ... 0
Relative energy (zero: lowest compared OMol25 entry of this formula, charge and spin) ... 253.2 kJ/mol
Highest occupied orbital energy ... -9.83 eV
Frontier orbital gap ... 0.278 Ha

Each line ends with the Mulliken charge.
Atoms and positions in Å:
C1 0.3575 -0.1717 -0.4869  0.4198
C2 0.3340 0.8854 0.5012  -0.4893
N1 1.0511 -1.1955 -0.7113  -0.5373
F1 -2.0996 -0.6953 0.6431  -0.5949
P1 -1.0646 0.9294 -0.7552  0.3361
H1 -0.2482 0.5014 1.3263  0.2704
H2 1.0727 1.6950 0.7290  0.3134
H3 0.5973 -1.9487 -1.2462  0.2817


No. 2
A molecular structure, C8H12HgO12P2 at a distorted geometry, computed with ωB97M-V/def2-TZVPD.

## Properties
Total charge ... -4
Highest occupied orbital energy ... 6.20 eV
Frontier orbital gap ... 0.061 Ha

Each line ends with the Mulliken charge.
Atoms and positions in Å:
Hg1 2.0635 -1.0922 -1.0001  2.3374
P1 4.4524 -1.8642 0.3076  0.7713
O1 3.0402 -2.5284 0.2362  -0.6587
O2 4.9366 -1.0672 1.5356  -0.8474
O3 4.2763 -0.6598 -0.6831  -0.7581
O4 5.6775 -2.6252 -0.1744  -0.8604
P2 1.0107 -1.0344 -3.5522  0.6616
O5 1.3405 -2.2504 -2.6241  -0.8066
O6 1.3992 -1.7005 -4.9183  -0.8828
O7 1.7227 0.0873 -2.8226  -0.7065
O8 -0.5455 -1.0803 -3.5005  -0.7982
O9 1.4911 1.0037 0.2762  -0.7845
C1 0.9518 1.9350 0.8580  0.2720
O10 1.4509 3.1585 0.7961  -0.0326
C2 0.6605 4.0625 1.5967  -1.7870
C3 -0.0608 3.1439 2.5897  -1.8278
C4 -0.1288 1.8606 1.8032  0.5637
H1 -0.0785 4.6057 1.0078  0.4493
H2 1.2726 4.7833 2.1388  0.7406
H3 -1.0753 3.4329 2.8643  1.4552
H4 0.5780 3.0138 3.4633  0.2865
H5 -1.0203 1.8574 1.1760  -0.3404
H6 -0.0785 0.9111 2.3362  0.2161
O11 -0.1064 -1.7995 -0.1808  -0.7424
C5 -1.3124 -1.5386 -0.1928  0.5423
O12 -1.8978 -0.5405 0.4460  1.4522
C6 -3.2808 -0.5130 0.3784  -3.3919
C7 -3.6772 -1.6554 -0.5586  -0.5508
C8 -2.4237 -2.3508 -0.9351  -0.4881
H7 -3.7629 0.4448 0.1824  0.5053
H8 -3.6167 -0.7453 1.3890  0.4999
H9 -4.1011 -1.1716 -1.4385  0.2908
H10 -4.3909 -2.3586 -0.1295  0.6652
H11 -2.2911 -2.3218 -2.0166  0.3014
H12 -2.4759 -3.4027 -0.6544  0.2532


No. 3
A molecular structure, C3H5Br3O2 at a distorted geometry, computed with ωB97M-V/def2-TZVPD.

## Properties
Total charge ... 0
Relative energy (zero: lowest compared OMol25 entry of this formula, charge and spin) ... 31.3 kJ/mol
Highest occupied orbital energy ... -9.87 eV
Frontier orbital gap ... 0.356 Ha

Each line ends with the Mulliken charge.
Atoms and positions in Å:
C1 1.1627 -1.0332 -0.0193  -0.9827
C2 0.3943 0.2803 0.1926  0.2965
C3 -1.3516 -0.0406 -0.1821  0.1094
O1 0.8227 1.2229 -0.6353  -0.4713
O2 0.4436 0.6351 1.4821  -0.4613
Br1 -1.8662 -1.6536 0.7492  -0.0250
Br2 -2.5347 1.4335 0.5934  -0.0613
Br3 -1.6669 0.0580 -2.0923  -0.0669
H1 0.6172 -1.8821 0.5907  0.3067
H2 2.1775 -0.6926 0.3500  0.3304
H3 1.1379 -1.1316 -1.1131  0.2737
H4 0.3169 1.1844 -1.4856  0.3643
H5 0.3466 1.6194 1.5697  0.3874


No. 4
C17H17N3O7 in the gas phase at a distorted geometry, computed with ωB97M-V/def2-TZVPD.

## Properties
Total charge ... 0
SMILES ... COc1ccc(/C(N)=N/OC(=O)c2ccc(OC)c([N+](=O)[O-])c2)cc1OC
Relative energy (zero: lowest compared OMol25 entry of this formula, charge and spin) ... 0.0 kJ/mol
Highest occupied orbital energy ... -8.22 eV
Frontier orbital gap ... 0.295 Ha

Each line ends with the Mulliken charge.
Atoms and positions in Å:
C1 -1.5423 3.8605 -3.3487  -0.7042
O1 -0.7610 4.4091 -2.3079  -0.4942
C2 -0.1765 3.6282 -1.3669  0.3344
C3 0.3441 4.3339 -0.2848  -0.7622
C4 0.9923 3.7070 0.7583  -0.9882
C5 1.1280 2.3241 0.7506  -0.1412
C6 1.8049 1.6031 1.8362  0.4453
N1 2.5908 2.2820 2.7018  -0.4359
N2 1.5620 0.3434 1.9107  -0.1391
O2 2.2398 -0.3309 2.9641  -0.3063
C7 1.9786 -1.6404 3.0708  0.0564
O3 2.6027 -2.2988 3.8615  -0.5936
C8 0.9412 -2.2049 2.1579  0.2871
C9 1.2112 -3.3956 1.4903  -1.3327
C10 0.3145 -3.9233 0.5821  -0.3079
C11 -0.8839 -3.2657 0.2956  0.8586
O4 -1.8103 -3.6969 -0.5727  -0.4129
C12 -1.6076 -4.9122 -1.2575  -0.9887
C13 -1.1600 -2.0808 1.0057  0.3292
N3 -2.3582 -1.3241 0.7557  1.0858
O5 -2.7678 -1.2698 -0.3843  -0.6308
O6 -2.8561 -0.7476 1.6976  -0.6339
C14 -0.2709 -1.5702 1.9371  -0.0310
C15 0.5985 1.6027 -0.3209  -0.3568
C16 -0.0357 2.2220 -1.3854  1.2128
O7 -0.5077 1.5451 -2.4742  -0.4735
C17 -0.4998 0.1362 -2.4707  -0.7845
H1 -1.9807 4.7210 -3.8541  0.2956
H2 -2.3377 3.2219 -2.9603  0.2961
H3 -0.9344 3.2923 -4.0548  0.2352
H4 0.2176 5.4049 -0.2908  0.4366
H5 1.3520 4.3028 1.5826  0.3502
H6 2.9071 3.2094 2.4880  0.1985
H7 3.1021 1.7465 3.3834  0.2233
H8 2.1431 -3.9038 1.6860  0.4504
H9 0.5566 -4.8474 0.0831  0.4373
H10 -0.7176 -4.8691 -1.8918  0.3753
H11 -1.5265 -5.7536 -0.5633  0.3776
H12 -2.4898 -5.0403 -1.8817  0.2596
H13 -0.5415 -0.6683 2.4628  0.5018
H14 0.7122 0.5323 -0.2959  0.5562
H15 -1.1598 -0.2685 -1.6991  0.2594
H16 -0.8841 -0.1516 -3.4482  0.3007
H17 0.5109 -0.2645 -2.3478  0.3540


No. 5
C3H5N3 in the gas phase at a distorted geometry, computed with ωB97M-V/def2-TZVPD.

## Properties
Total charge ... 0
SMILES ... Cn1cnnc1
Relative energy (zero: lowest compared OMol25 entry of this formula, charge and spin) ... 122.5 kJ/mol
Highest occupied orbital energy ... -9.99 eV
Frontier orbital gap ... 0.392 Ha

Each line ends with the Mulliken charge.
Atoms and positions in Å:
C1 -1.3701 -0.1402 -0.0442  -0.8729
N1 0.0075 -0.0952 0.3905  -0.0050
C2 0.6730 1.1006 0.3869  -0.0170
N2 1.8974 0.9527 -0.0213  -0.3985
N3 2.0581 -0.3818 -0.3499  -0.4120
C3 0.9187 -0.9648 -0.1268  0.0031
H1 -1.7055 -1.1753 -0.1512  0.3077
H2 -1.2939 0.3388 -1.0572  0.3597
H3 -1.9958 0.3060 0.7449  0.2788
H4 0.1748 2.0419 0.5969  0.3835
H5 0.6357 -1.9826 -0.3687  0.3726


No. 6
C6H9N in the gas phase at a distorted geometry, computed with ωB97M-V/def2-TZVPD.

## Properties
Total charge ... 0
SMILES ... C[C@@H]1[C@H](C)[C@@H]1C#N
Relative energy (zero: lowest compared OMol25 entry of this formula, charge and spin) ... 116.4 kJ/mol
Highest occupied orbital energy ... -10.29 eV
Frontier orbital gap ... 0.410 Ha

Each line ends with the Mulliken charge.
Atoms and positions in Å:
C1 1.0425 -0.9395 1.1271  -1.4328
C2 1.0845 -0.1507 -0.1733  0.1186
C3 0.0644 0.9139 -0.5178  0.0615
C4 -1.0121 1.2704 0.4952  -1.4428
C5 0.0770 -0.4107 -1.2756  -0.1072
C6 -1.1614 -1.1692 -1.1645  0.0849
N1 -2.2532 -1.5681 -1.1467  -0.5003
H1 1.5828 -1.8873 1.0124  0.3734
H2 1.5207 -0.3840 1.9410  0.3372
H3 0.0265 -1.1944 1.4470  0.3064
H4 2.1000 -0.0166 -0.5524  0.3937
H5 0.3116 1.7365 -1.1770  0.3773
H6 -1.4490 0.4086 1.0108  0.3151
H7 -0.5827 1.9340 1.2572  0.3366
H8 -1.8267 1.8115 0.0061  0.3934
H9 0.4752 -0.3545 -2.2896  0.3852


Number 1: electronic energy -15614.88764 eV. Number 2: electronic energy -55802.30827 eV. Number 3: electronic energy -217413.27730 eV. Number 4: electronic energy -36702.52778 eV. Number 5: electronic energy -7661.18562 eV. Number 6: electronic energy -7856.95270 eV.